Run A
Here is 2 unconnected molecules or ions with the total composition C4H13NOS from the OMol25 dataset. Energies are from the ωB97M-V functional and the def2-TZVPD basis.

Properties
LUMO energy = 0.857 eV
net charge = 0
SMILES = CN[C@H](C)CS.O

Last column: Mulliken charge in e.
Positions of all 20 atoms, in Å:
S 3.23899 1.72555 -1.32241  -0.206
O -3.98808 0.24503 4.79066  -0.644
N -0.51169 0.33544 -0.78922  -0.395
C 1.45900 -1.21910 -0.47685  -1.368
C 1.65753 1.33481 -0.43000  -1.031
C 0.95830 0.10796 -0.97095  0.529
C -1.32638 -0.63727 -1.50829  -0.879
H -4.31991 0.94522 4.22012  0.321
H -2.40427 -0.51718 -1.37724  0.319
H 0.84512 -2.10045 -0.63559  0.343
H -1.15841 -1.67374 -1.18246  0.281
H 1.89612 1.35169 0.62385  0.399
H -4.66243 0.04241 5.45008  0.322
H -1.03716 -0.60018 -2.54373  0.307
H -0.74224 0.36307 0.19345  0.254
H 1.03820 0.16249 -2.05595  0.254
H 3.90399 0.60228 -1.01411  0.089
H 2.43238 -1.43958 -0.81559  0.401
H 1.63210 -1.22872 0.60623  0.327
H 1.08883 2.20025 -0.76202  0.377

Run B
Here is 2 unconnected molecules or ions with the total composition C4H13NOS from the OMol25 dataset. Energies are from the ωB97M-V functional and the def2-TZVPD basis.

Properties
LUMO energy = 0.735 eV
net charge = 0
SMILES = CN[C@@H](C)CS.O

Last column: Mulliken charge in e.
Positions of all 20 atoms, in Å:
S -2.14338 1.09750 2.31685  -0.228
O 2.63078 2.10388 -1.88764  -0.643
N 0.40370 -0.25869 -0.46843  -0.240
C -0.52084 -0.63849 0.58421  0.361
C 0.35866 -1.12171 -1.68655  -0.839
C 0.40845 -0.45192 1.86239  -1.759
C -2.04376 0.02153 0.88107  -0.702
H -0.79269 -1.23792 -1.88500  0.286
H 0.73773 -0.65073 -2.58041  0.265
H 0.18046 -0.87494 2.81413  0.411
H -2.67671 -0.78672 0.95425  0.334
H 1.75261 2.48550 -2.02851  0.317
H -0.68947 -1.76976 0.54553  0.243
H 0.44512 0.58475 2.06380  0.496
H 0.85381 -2.15215 -1.67704  0.263
H -2.29852 2.26105 1.56499  0.147
H 2.79447 1.77866 -2.80233  0.312
H -2.22444 0.46427 -0.14303  0.328
H 1.35794 -0.07152 -0.12746  0.238
H 1.46608 -0.78259 1.69919  0.411

Run C
Here is 2 unconnected molecules or ions with the total composition C4H13NOS from the OMol25 dataset. Energies are from the ωB97M-V functional and the def2-TZVPD basis.

Properties
LUMO energy = 0.903 eV
net charge = 0
SMILES = C[C@@H](N)CCS.O

Last column: Mulliken charge in e.
Positions of all 20 atoms, in Å:
S 0.63258 1.60469 1.43546  -0.198
O 0.43602 -1.83609 1.99493  -0.668
N -0.21383 -1.68176 -0.86080  -0.636
C 1.23060 0.91256 -0.12760  -0.766
C -0.88811 -0.38699 -0.89100  0.629
C -2.00313 -0.30168 -1.93586  -1.606
C 0.15073 0.68557 -1.18273  -0.681
H -0.03708 0.55006 1.82822  0.118
H -2.67879 -1.15037 -1.85944  0.404
H -2.58100 0.62160 -1.80331  0.389
H 1.93356 1.65710 -0.49897  0.393
H 0.31445 -1.84706 -1.70435  0.213
H 1.39140 -1.87417 2.15218  0.326
H 1.82836 0.00826 0.01350  0.299
H -0.33053 1.62547 -1.44184  0.363
H -1.61372 -0.27202 -2.95812  0.302
H -0.82532 -2.47405 -0.69500  0.251
H -1.34771 -0.21166 0.08261  0.196
H 0.33026 -1.72933 1.03434  0.348
H 0.65343 0.36686 -2.11071  0.323

Run D
Here is 2 unconnected molecules or ions with the total composition C4H13NOS from the OMol25 dataset. Energies are from the ωB97M-V functional and the def2-TZVPD basis.

Properties
LUMO energy = 0.541 eV
net charge = 0
SMILES = C[C@H](N)CCS.O

Last column: Mulliken charge in e.
Positions of all 20 atoms, in Å:
S 1.97815 1.65880 -0.16069  -0.240
O -0.73452 -3.84237 -0.37302  -0.660
N -1.86296 -0.97516 -0.26482  -0.759
C 0.04958 0.42277 1.00102  -0.677
C -1.83823 1.46823 -0.41784  -1.342
C -0.87560 0.19134 -0.16487  0.568
C 1.49193 0.15927 0.79065  -0.738
H -2.13159 2.30699 0.26369  0.328
H -2.77396 1.27199 -0.93327  0.361
H -0.34333 -0.22372 1.90675  0.377
H -1.31667 2.21636 -1.09040  0.281
H 2.10310 -0.00810 1.65752  0.404
H -1.33145 -1.71911 0.09453  0.226
H -0.29083 -4.02196 -1.22783  0.322
H 2.64871 2.34574 0.74411  0.124
H 1.58377 -0.67549 0.12004  0.309
H -0.26315 0.18749 -1.06611  0.248
H -0.07228 1.47766 1.46133  0.236
H -1.96729 -1.14999 -1.29611  0.305
H -1.54460 -4.43328 -0.47917  0.326

Most stable: run C. Least stable: run B.

Run A
Here is a molecular structure, C3H8O2PS from the OMol25 dataset. Energies are from the ωB97M-V functional and the def2-TZVPD basis.

Properties
LUMO energy (spin up / spin down) = 3.218 / 3.223 eV
net charge = -1

Last column: Mulliken charge in e.
Positions of all 15 atoms, in Å:
S 1.25936 -1.16028 1.66499  -0.045
P -0.54312 -0.08530 -1.52836  0.738
O 0.15053 -0.38858 -2.86787  -0.776
O -1.99574 -0.18450 -1.60016  -0.727
C 0.05111 1.57272 -0.95565  -1.188
C 0.61053 0.32676 2.02431  -0.952
C 0.08000 -1.87491 0.65262  -0.693
H -0.40052 0.52041 2.04650  0.439
H -0.34235 2.28137 -1.62332  0.396
H -0.90165 -1.72481 0.91663  0.350
H -0.27798 1.97488 -0.05123  0.432
H -0.16145 -1.08338 -0.33466  0.055
H 1.21783 1.04467 2.43395  0.329
H 0.12311 -2.94568 0.39940  0.359
H 1.13036 1.72663 -1.17715  0.282

Run B
Here is 2 unconnected molecules or ions with the total composition C3H8O2PS from the OMol25 dataset. Energies are from the ωB97M-V functional and the def2-TZVPD basis.

Properties
LUMO energy = 1.431 eV
net charge = -1

Last column: Mulliken charge in e.
Positions of all 15 atoms, in Å:
S -2.21255 0.75549 0.22481  -0.689
P 3.39100 0.82351 1.27982  0.849
O 3.64398 2.16458 0.73855  -0.522
O 4.03662 -0.39673 0.66206  -0.560
C 1.58930 0.58449 1.93675  -0.644
C -2.21263 -1.41699 -1.39083  -1.011
C -1.89029 0.18453 -1.38812  -0.512
H 1.00788 1.03342 1.13419  0.218
H 1.68570 1.11889 2.80821  0.328
H -2.53201 -1.60445 -2.38526  0.312
H -1.51911 -2.14733 -1.02312  0.290
H -2.53611 0.54863 -2.18424  0.207
H 1.48952 -0.49627 1.92753  0.268
H -0.90902 0.35664 -1.71962  0.238
H -3.03228 -1.50840 -0.62074  0.228

Most stable: run B. Least stable: run A.

Run A
Here is 2 unconnected molecules or ions with the total composition C4H7IN from the OMol25 dataset. Energies are from the ωB97M-V functional and the def2-TZVPD basis.

Properties
LUMO energy (spin up / spin down) = -5.639 / -6.287 eV
net charge = +1

Last column: Mulliken charge in e.
Positions of all 13 atoms, in Å:
I -0.81493 -3.20878 -2.75896  0.021
N 0.80191 0.22749 -0.38322  -0.007
C -0.31902 1.19394 -0.25609  -0.516
C -1.21987 0.14527 0.44972  -0.240
C -0.01380 -0.74489 0.38239  0.022
C 1.30022 -0.44827 0.88821  -0.318
H 1.41961 0.14858 1.73548  0.271
H -1.71927 0.42901 1.48004  0.286
H -2.16535 -0.27673 -0.14441  0.265
H -0.60823 1.43729 -1.19115  0.354
H 2.02987 -1.10961 0.64258  0.287
H 1.35099 0.10046 -1.22314  0.326
H -0.04212 2.10622 0.37856  0.250

Run B
Here is a gas-phase ion, C4H7IN (charge +1) from the OMol25 dataset. Energies are from the ωB97M-V functional and the def2-TZVPD basis.

Properties
LUMO energy (spin up / spin down) = -7.228 / -7.222 eV
net charge = +1

Last column: Mulliken charge in e.
Positions of all 13 atoms, in Å:
I 0.19454 -0.04863 -4.34523  0.458
N -0.29709 0.26621 0.33246  -0.209
C 0.53709 0.08519 1.40719  0.173
C 0.04648 0.32465 2.64110  -0.819
C -0.53165 -0.27370 -2.42102  -0.417
C 0.14369 -0.23517 -1.07853  -0.576
H -1.25537 0.33804 0.55382  0.250
H -1.56572 -0.28063 -2.32592  0.396
H 0.93608 0.46330 -1.29047  0.457
H 1.55849 -0.18036 1.15411  0.312
H 0.44109 -0.00898 3.68240  0.242
H 0.78450 -1.10077 -1.02680  0.504
H -0.99213 0.65085 2.71689  0.228

Most stable: run B. Least stable: run A.

Run A
Here is a molecular structure, C5H15NO from the OMol25 dataset. Energies are from the ωB97M-V functional and the def2-TZVPD basis.

Properties
LUMO energy = 0.563 eV
net charge = 0

Last column: Mulliken charge in e.
Positions of all 22 atoms, in Å:
O 3.81543 -0.36527 0.52886  -0.687
N 1.05215 -1.07513 -0.01618  -0.758
C -1.61828 0.64496 1.19241  -1.397
C -1.46208 0.00519 -0.21599  0.408
C -1.71234 -1.49480 0.01252  -1.336
C 0.00627 0.29107 -0.64047  -0.091
C 0.68560 1.70287 -0.63805  -1.440
H -2.59747 0.55411 1.65536  0.414
H 0.90226 2.11151 0.36341  0.331
H 2.91506 -0.69330 0.38335  0.441
H -2.12477 0.37460 -1.03018  0.341
H 4.35905 -0.62947 -0.13786  0.273
H 1.14991 -1.53245 -0.92419  0.263
H -0.88977 0.19549 1.92488  0.366
H 0.56565 -0.06706 0.37478  0.108
H 1.55162 1.78086 -1.28539  0.347
H -2.70806 -1.86605 0.28085  0.368
H -0.12209 2.30617 -1.06359  0.416
H -0.97313 -1.91755 0.68651  0.368
H -1.48309 -1.92886 -0.96288  0.340
H -1.38030 1.71449 1.18415  0.318
H 0.06839 -0.11134 -1.67230  0.606

Run B
Here is 2 unconnected molecules or ions with the total composition C5H15NO from the OMol25 dataset. Energies are from the ωB97M-V functional and the def2-TZVPD basis.

Properties
LUMO energy = 0.661 eV
net charge = 0
SMILES = CC(C)[C@H](C)N.O

Last column: Mulliken charge in e.
Positions of all 22 atoms, in Å:
O -0.79985 1.98741 -3.64073  -0.636
N 2.06851 0.02578 0.78105  -0.712
C -0.59840 0.19858 2.41434  -1.451
C -1.47074 -1.09178 0.38972  -1.215
C 0.85924 -0.45980 -1.09030  -1.484
C -0.26712 -0.64638 1.17944  0.585
C 0.69861 0.16394 0.24313  -0.002
H 0.80865 -1.55739 -0.86202  0.286
H 0.00129 -0.11376 -1.74949  0.217
H -1.02553 -1.85834 -0.32655  0.297
H 0.25639 -1.42742 1.61491  0.302
H 0.43222 0.64469 2.69930  0.346
H -2.16244 -1.62843 1.06128  0.426
H -0.70979 2.26905 -4.65138  0.323
H -1.23493 1.05118 2.15704  0.340
H -1.11269 2.68381 -3.03190  0.319
H 0.54331 1.21554 0.21508  0.463
H 2.25008 -1.01179 0.89803  0.276
H 2.74571 0.47451 0.15887  0.262
H -1.06075 -0.30367 3.37975  0.298
H -1.98067 -0.29912 -0.20412  0.237
H 1.75889 -0.31660 -1.63542  0.522

Run C
Here is 2 unconnected molecules or ions with the total composition C5H15NO from the OMol25 dataset. Energies are from the ωB97M-V functional and the def2-TZVPD basis.

Properties
LUMO energy = -0.377 eV
net charge = 0

Last column: Mulliken charge in e.
Positions of all 22 atoms, in Å:
O -1.04044 -0.64267 0.93972  -0.830
N 1.18133 1.07408 -2.77560  -0.380
C 1.38534 -0.48666 -0.86510  -1.300
C -0.53473 1.14185 -0.92872  -1.202
C 0.35515 0.23743 -1.69878  0.390
C -1.17627 -1.13461 3.29742  -1.338
C -0.44534 -0.41190 2.15742  0.015
H -0.19755 -0.43977 -2.35156  0.164
H -1.39976 1.49225 -1.49494  0.385
H 1.98420 0.22877 -0.29735  0.370
H -0.63183 -1.01088 4.24470  0.374
H 0.86417 -1.16311 -0.19327  0.262
H -0.46873 0.65916 2.44138  0.179
H 0.61279 -0.73797 2.16498  0.151
H 1.72664 0.46456 -3.38934  0.352
H -0.93643 0.35981 -0.02699  0.281
H 0.55644 1.65568 -3.32442  0.375
H 1.81128 1.68128 -2.24854  0.362
H -1.28088 -2.20650 3.11977  0.320
H 2.06573 -1.05833 -1.50970  0.434
H 0.02582 1.95664 -0.46283  0.349
H -2.18019 -0.74194 3.46679  0.287

Run D
Here is 2 unconnected molecules or ions with the total composition C5H15NO from the OMol25 dataset. Energies are from the ωB97M-V functional and the def2-TZVPD basis.

Properties
LUMO energy = 0.970 eV
net charge = 0
SMILES = CC(C)[C@@H](C)N.O

Last column: Mulliken charge in e.
Positions of all 22 atoms, in Å:
O 3.40441 -0.50775 0.54472  -0.643
N 0.75801 0.13173 1.18471  -0.525
C -0.43674 2.18174 0.18088  -1.352
C -0.14798 -1.54012 -1.06501  -1.390
C 0.22016 0.79372 0.00300  0.302
C -2.05441 -0.47508 0.06689  -1.351
C -0.78252 -0.17995 -0.72150  0.366
H -1.08947 2.29496 -0.70777  0.317
H 0.33072 3.03488 0.11671  0.344
H -0.98756 -2.21080 -1.32924  0.401
H -0.98384 2.18961 1.13425  0.312
H 1.10988 0.86964 -0.61906  0.299
H 0.43214 -1.91053 -0.18146  0.254
H -2.64158 -1.23492 -0.46584  0.409
H -1.80628 -0.95756 1.07232  0.271
H 1.44284 0.67910 1.67768  0.220
H -1.06753 0.35217 -1.62528  0.337
H 0.62272 -1.46505 -1.83588  0.341
H 2.50440 -0.81874 0.31994  0.321
H -2.71061 0.39117 0.23282  0.329
H 0.04603 -0.29031 1.77211  0.154
H 3.83718 -1.32792 0.24500  0.284

Most stable: run D. Least stable: run A.

Run A
Here is 2 unconnected molecules or ions with the total composition C5H15NO from the OMol25 dataset. Energies are from the ωB97M-V functional and the def2-TZVPD basis.

Properties
LUMO energy = 0.914 eV
net charge = 0
SMILES = CC(C)[C@H](C)N.O

Last column: Mulliken charge in e.
Positions of all 22 atoms, in Å:
O -3.36850 -0.29834 -0.42988  -0.677
N -0.92331 0.70997 0.96627  -0.594
C 0.76113 -0.49812 -0.39790  0.355
C 0.59127 2.03599 -0.42119  -1.837
C -0.13511 0.72956 -0.27286  0.610
C 1.90518 -0.54501 0.60889  -1.420
C -0.04926 -1.78342 -0.37954  -1.430
H -0.61974 -1.93930 0.54719  0.302
H 1.18167 2.07443 -1.33857  0.364
H -0.86337 0.64470 -1.09630  0.214
H -3.00149 -1.18639 -0.54419  0.293
H 2.40492 0.41758 0.65808  0.384
H -0.70036 -0.07707 1.55761  0.205
H 2.61234 -1.32532 0.32605  0.407
H 0.62446 -2.64159 -0.47568  0.436
H -0.77839 1.54728 1.52066  0.228
H 1.53374 -0.79605 1.60085  0.282
H -0.10463 2.87013 -0.47657  0.467
H -0.71753 -1.84532 -1.24559  0.299
H 1.28830 2.25391 0.38764  0.440
H 1.20954 -0.42768 -1.39539  0.310
H -2.85086 0.08006 0.30044  0.361

Run B
Here is 2 unconnected molecules or ions with the total composition C5H15NO from the OMol25 dataset. Energies are from the ωB97M-V functional and the def2-TZVPD basis.

Properties
LUMO energy = 0.774 eV
net charge = 0
SMILES = CCN(C)CC.O

Last column: Mulliken charge in e.
Positions of all 22 atoms, in Å:
O -2.68537 4.30526 -3.15879  -0.649
N 0.30796 -0.51914 0.13392  -0.124
C 0.28008 -1.32158 -1.16215  -1.022
C 1.73300 -0.01892 0.24463  -0.479
C -1.65140 -1.81902 0.92197  -1.223
C -0.28843 -1.29192 1.32963  -0.184
C 1.74916 1.04813 1.27493  -0.918
H -2.26394 -1.18150 0.20599  0.335
H -0.54857 -0.39038 1.99747  0.286
H -1.57285 -2.86791 0.61523  0.325
H -2.24701 4.10326 -2.31010  0.321
H 2.09915 0.31690 -0.77217  0.332
H 2.58204 -0.76088 0.41047  0.314
H -1.92710 4.92808 -3.49627  0.329
H 0.98093 -2.09916 -1.14995  0.435
H -2.12188 -2.03277 2.04446  0.308
H 0.43779 -2.15373 1.71960  0.229
H 2.23942 0.83374 2.15010  0.370
H 0.91005 -0.67813 -1.98660  0.272
H 0.74837 1.10738 1.83556  0.222
H 1.96493 2.05146 0.70371  0.221
H -0.72635 -1.55917 -1.55167  0.303

Most stable: run A. Least stable: run B.